No. 1
Entry from OMol25: a molecular structure, C55H64ClIInO25 (ωB97M-V with the def2-TZVPD basis set).

Positions of all 147 atoms, in Å:
C: -4.4729 4.6348 2.9664
C: -5.2680 4.8551 1.6344
C: -5.6902 3.5254 0.9151
In: -3.9504 2.3554 -0.0056
C: -4.5450 0.1580 0.2729
C: -3.5396 -0.8359 -0.4085
C: -2.1249 -0.8909 0.2815
C: -1.5815 -2.3734 0.2592
C: -0.7537 -2.6720 -1.0274
C: 0.5731 -1.8344 -1.1332
C: 0.8402 -1.5654 -2.6564
C: 2.0224 -0.5733 -2.9187
C: 1.8277 -0.0363 -4.3823
O: 1.8775 -1.1470 -5.2946
C: 0.6035 -1.3268 -5.9166
C: -2.0006 2.5949 1.1033
C: -0.9465 3.5678 0.4743
C: 0.3405 3.5000 1.3967
I: -1.5622 5.6701 0.5412
C: -3.8594 2.8483 -2.2136
Cl: -2.6100 4.1026 -2.6917
C: -3.6536 1.6199 -3.1672
C: -4.9553 0.7646 -3.3599
H: -3.4515 5.0750 2.9454
H: -5.0155 5.1565 3.7913
H: -4.3634 3.5613 3.2254
H: -6.1973 5.4200 1.9136
H: -4.7305 5.4861 0.8913
H: -6.1237 2.8496 1.6991
H: -6.4919 3.7043 0.1570
H: -4.4809 -0.0180 1.3733
H: -5.5649 -0.0063 -0.1350
H: -3.3748 -0.6419 -1.4897
H: -3.9934 -1.8618 -0.3519
H: -1.4606 -0.2226 -0.3172
H: -2.1236 -0.5205 1.3272
H: -2.4107 -3.1196 0.2975
H: -0.9872 -2.5526 1.1897
H: -0.4550 -3.7494 -0.9726
H: -1.3405 -2.5737 -1.9667
H: 0.4488 -0.8853 -0.5724
H: 1.4154 -2.4262 -0.6980
H: 1.0179 -2.5320 -3.1701
H: -0.0954 -1.0959 -3.0453
H: 2.0247 0.2907 -2.2178
H: 2.9714 -1.1543 -2.8745
H: 2.6488 0.6549 -4.6786
H: 0.8485 0.4942 -4.4578
H: -0.2038 -1.3800 -5.1576
H: 0.4006 -0.4907 -6.6231
H: 0.6227 -2.2855 -6.4833
H: -2.2503 3.0169 2.1098
H: -1.5288 1.6051 1.3130
H: -0.6201 3.2517 -0.5338
H: 1.1517 4.1781 1.0546
H: 0.0328 3.8626 2.4094
H: 0.6827 2.4528 1.5438
H: -4.8559 3.2772 -2.4883
H: -2.7695 1.0067 -2.8969
H: -3.4305 2.0450 -4.1835
H: -4.8319 0.1128 -4.2593
H: -5.1746 0.1011 -2.4997
H: -5.8437 1.4023 -3.5761
C: 3.9472 1.5031 3.0545
C: 4.7548 1.2436 4.0851
C: 5.2082 -0.1446 4.3937
O: 5.9599 -0.3308 5.3324
C: 4.7187 -1.2318 3.5458
C: 3.9076 -0.9732 2.5168
C: 3.4769 0.4180 2.1926
O: 2.7542 0.6063 1.2369
O: 3.4399 -1.9524 1.7224
O: 5.2013 2.2218 4.8974
H: 3.6131 2.5048 2.8194
H: 5.0396 -2.2350 3.7895
H: 2.8805 -1.5059 1.0600
H: 5.7628 1.7775 5.5582
C: -3.7437 3.4422 -8.0935
C: -2.9348 3.1773 -7.0630
C: -2.3516 1.8180 -6.8594
O: -1.6053 1.6229 -5.9240
C: -2.7145 0.7644 -7.8097
C: -3.5248 1.0317 -8.8341
C: -4.0852 2.3955 -9.0545
O: -4.8057 2.5917 -10.0162
O: -3.8793 0.0801 -9.7270
O: -2.6092 4.1196 -6.1648
H: -4.1709 4.4221 -8.2539
H: -2.2997 -0.2205 -7.6423
H: -4.4639 0.5283 -10.3638
H: -2.0211 3.6814 -5.5224
C: 2.9172 4.0344 10.2440
C: 1.8242 4.0584 9.4771
C: 1.8396 3.5389 8.0780
O: 0.8178 3.5633 7.4242
C: 3.1046 3.0216 7.5513
C: 4.1963 3.0023 8.3180
C: 4.1732 3.4966 9.7239
O: 5.1937 3.4419 10.3901
O: 5.3745 2.5336 7.8588
O: 0.6568 4.5501 9.9271
H: 2.9168 4.4059 11.2566
H: 3.1098 2.6641 6.5307
H: 5.9987 2.6255 8.5998
H: 0.0318 4.4514 9.1865
C: 2.3824 1.2983 13.7255
C: 3.5108 1.6503 13.1028
C: 4.5312 0.6341 12.7033
O: 5.5358 0.9927 12.1232
C: 4.2725 -0.7673 13.0387
C: 3.1459 -1.1156 13.6636
C: 2.1151 -0.1050 14.0387
O: 1.0961 -0.4729 14.5913
O: 2.8834 -2.3959 13.9861
O: 3.7772 2.9362 12.8065
H: 1.6352 2.0230 14.0180
H: 5.0253 -1.4915 12.7604
H: 2.0143 -2.3785 14.4238
H: 4.6473 2.9315 12.3552
C: 4.8878 -5.2358 -4.0473
C: 3.6731 -4.6852 -3.9590
C: 2.8083 -4.8921 -2.7562
O: 1.7146 -4.3639 -2.7018
C: 3.3221 -5.7410 -1.6800
C: 4.5342 -6.2909 -1.7733
C: 5.4069 -6.0643 -2.9612
O: 6.5123 -6.5734 -2.9920
O: 5.0303 -7.0781 -0.7998
O: 3.1801 -3.9205 -4.9467
H: 5.5237 -5.0926 -4.9096
H: 2.6819 -5.8976 -0.8227
H: 5.9139 -7.3432 -1.1089
H: 2.2987 -3.6319 -4.6491
C: -1.4473 -4.1105 -10.0167
C: -2.5407 -3.3737 -9.7989
C: -3.9116 -3.9423 -9.9654
O: -4.8787 -3.2429 -9.7394
C: -4.0291 -5.3342 -10.4039
C: -2.9359 -6.0671 -10.6240
C: -1.5665 -5.5072 -10.4319
O: -0.6006 -6.2207 -10.6281
O: -3.0137 -7.3487 -11.0300
O: -2.4600 -2.0877 -9.4194
H: -0.4496 -3.7112 -9.8975
H: -5.0261 -5.7303 -10.5379
H: -2.0917 -7.6485 -11.1131
H: -3.3860 -1.7780 -9.3270

The charge is -1. The total energy comes out at -4963.10807 hartree.

Löwdin population analysis, charges in e, atoms 1 to 99: atom 1 (C): -0.156, atom 2 (C): -0.381, atom 3 (C): -0.295, atom 4 (In): 0.752, atom 5 (C): -0.273, atom 6 (C): -0.315, atom 7 (C): -0.213, atom 8 (C): -0.208, atom 9 (C): -0.210, atom 10 (C): -0.195, atom 11 (C): -0.216, atom 12 (C): -0.144, atom 13 (C): -0.217, atom 14 (O): -0.224, atom 15 (C): -0.116, atom 16 (C): -0.326, atom 17 (C): -0.807, atom 18 (C): -0.232, atom 19 (I): 0.796, atom 20 (C): -0.707, atom 21 (Cl): 0.457, atom 22 (C): -0.373, atom 23 (C): -0.112, atom 24 (H): 0.014, atom 25 (H): 0.059, atom 26 (H): 0.061, atom 27 (H): 0.080, atom 28 (H): 0.046, atom 29 (H): 0.024, atom 30 (H): 0.021, atom 31 (H): 0.030, atom 32 (H): 0.019, atom 33 (H): 0.068, atom 34 (H): 0.090, atom 35 (H): 0.094, atom 36 (H): 0.097, atom 37 (H): 0.098, atom 38 (H): 0.104, atom 39 (H): 0.100, atom 40 (H): 0.112, atom 41 (H): 0.097, atom 42 (H): 0.100, atom 43 (H): 0.078, atom 44 (H): 0.106, atom 45 (H): 0.117, atom 46 (H): 0.113, atom 47 (H): 0.120, atom 48 (H): 0.118, atom 49 (H): 0.081, atom 50 (H): 0.086, atom 51 (H): 0.091, atom 52 (H): 0.021, atom 53 (H): 0.019, atom 54 (H): 0.054, atom 55 (H): 0.052, atom 56 (H): 0.058, atom 57 (H): 0.053, atom 58 (H): 0.034, atom 59 (H): 0.089, atom 60 (H): 0.053, atom 61 (H): 0.066, atom 62 (H): 0.048, atom 63 (H): 0.075, atom 64 (C): 0.086, atom 65 (C): -0.232, atom 66 (C): -0.316, atom 67 (O): 0.107, atom 68 (C): 0.074, atom 69 (C): -0.228, atom 70 (C): -0.310, atom 71 (O): 0.118, atom 72 (O): 0.104, atom 73 (O): 0.085, atom 74 (H): 0.138, atom 75 (H): 0.134, atom 76 (H): 0.100, atom 77 (H): 0.096, atom 78 (C): 0.076, atom 79 (C): -0.228, atom 80 (C): -0.308, atom 81 (O): 0.112, atom 82 (C): 0.088, atom 83 (C): -0.211, atom 84 (C): -0.319, atom 85 (O): 0.101, atom 86 (O): 0.073, atom 87 (O): 0.097, atom 88 (H): 0.136, atom 89 (H): 0.124, atom 90 (H): 0.125, atom 91 (H): 0.082, atom 92 (C): 0.072, atom 93 (C): -0.222, atom 94 (C): -0.307, atom 95 (O): 0.133, atom 96 (C): 0.091, atom 97 (C): -0.216, atom 98 (C): -0.295, atom 99 (O): 0.091

---

No. 2
Entry from OMol25: 2 unconnected molecules or ions with the total composition C55H66N3O4 (ωB97M-V with the def2-TZVPD basis set).

Positions of all 128 atoms, in Å:
C: -2.1242 -1.3453 -1.6862
C: -3.5290 -1.2520 -1.1241
C: -4.5605 -1.4967 -2.2400
C: -3.8001 -2.3252 -0.0776
C: -3.6486 0.1852 -0.5498
C: -4.2892 1.1129 -1.3832
C: -5.0776 2.1001 -0.8129
C: -5.0300 2.2364 0.5704
C: -3.9969 1.6770 1.3254
C: -3.8600 2.3164 2.7425
C: -2.4470 2.2487 3.2801
C: -4.8583 1.6495 3.7040
C: -4.1889 3.8198 2.6967
C: -3.2368 0.6066 0.7467
N: -2.1999 -0.1039 1.4957
C: -2.5811 -0.9003 2.6697
C: -1.2812 -1.3254 3.2965
N: -0.2607 -0.9226 2.3173
C: 1.1096 -1.3745 2.4889
C: 1.4600 -2.7076 2.1327
C: 0.5320 -3.8019 1.5187
C: 1.2934 -4.6587 0.4937
C: -0.6268 -3.2489 0.7212
C: 0.0328 -4.6923 2.6635
C: 2.7594 -3.1531 2.3848
C: 3.7623 -2.2798 2.7724
C: 3.4221 -0.9789 3.1088
C: 2.0916 -0.5529 3.1080
C: 1.8321 0.7278 3.9598
C: 2.9707 1.7472 3.8291
C: 1.7231 0.2626 5.4161
C: 0.5787 1.4667 3.5627
C: -0.8268 -0.2005 1.2753
C: -0.0905 0.4088 0.2394
C: 1.3572 0.5651 0.3155
C: 2.2323 -0.5141 -0.0163
C: 3.5776 -0.3217 -0.2587
C: 4.1247 0.9803 -0.2011
N: 5.5321 1.1606 -0.3242
O: 6.0146 2.3075 -0.1727
O: 6.2538 0.1682 -0.5767
C: 3.2909 2.0779 0.1093
C: 1.9576 1.8702 0.4291
H: -1.3946 -1.0781 -0.9131
H: -1.8872 -2.3499 -2.0616
H: -1.9827 -0.6136 -2.4925
H: -5.5709 -1.2657 -1.8775
H: -4.3633 -0.9092 -3.1445
H: -4.5570 -2.5553 -2.5332
H: -4.7015 -2.0917 0.5039
H: -3.9478 -3.2970 -0.5663
H: -2.9539 -2.4367 0.5950
H: -4.2824 0.9952 -2.4689
H: -5.7439 2.7153 -1.4135
H: -5.7780 2.8598 1.0590
H: -1.7437 2.6961 2.5695
H: -2.3727 2.7886 4.2344
H: -2.1514 1.2236 3.4781
H: -5.8909 1.8431 3.3818
H: -4.7330 0.5618 3.7542
H: -4.7288 2.0531 4.7185
H: -5.2555 4.0245 2.5537
H: -3.9045 4.2905 3.6465
H: -3.6221 4.3137 1.8986
H: -3.2089 -0.3284 3.3599
H: -3.1924 -1.7660 2.3757
H: -1.0922 -0.8417 4.2725
H: -1.2380 -2.4046 3.4950
H: 2.0418 -5.3139 0.9502
H: 0.5851 -5.3013 -0.0496
H: 1.7903 -4.0140 -0.2474
H: -1.2978 -2.6728 1.3481
H: -0.2813 -2.6201 -0.1078
H: -1.2192 -4.0748 0.3015
H: -0.4815 -4.1048 3.4341
H: -0.6703 -5.4474 2.2859
H: 0.8775 -5.2035 3.1440
H: 3.0147 -4.2045 2.2409
H: 4.7965 -2.6163 2.8387
H: 4.2228 -0.3079 3.4257
H: 3.1923 1.9513 2.7717
H: 2.6655 2.6973 4.2915
H: 3.8834 1.4149 4.3357
H: 0.8697 -0.4192 5.5411
H: 2.6339 -0.2762 5.7114
H: 1.5876 1.1210 6.0871
H: -0.2889 0.8347 3.7110
H: 0.4354 2.3616 4.1875
H: 0.6170 1.7726 2.5136
H: -0.6826 0.9981 -0.4616
H: 1.8139 -1.5241 -0.0891
H: 4.2475 -1.1593 -0.4594
H: 3.7353 3.0742 0.0971
H: 1.3337 2.7193 0.7320
C: 1.9478 -4.6849 -4.8621
C: 2.6406 -3.7066 -3.9083
C: 1.7140 -2.5320 -3.8866
C: 0.6211 -2.8201 -4.7408
O: 0.6753 -4.0512 -5.3121
C: -0.4032 -1.8862 -4.9653
C: -0.3117 -0.6658 -4.3424
C: 0.7436 -0.3458 -3.4361
C: 0.7869 0.9567 -2.8068
C: 1.0050 2.1458 -3.5627
C: 1.5761 3.3033 -2.9405
C: 2.0775 4.3351 -3.7076
C: 1.8751 4.3269 -5.1107
O: 2.4467 5.3804 -5.7668
C: 3.0993 6.2241 -4.7395
C: 2.9410 5.5214 -3.3857
C: 1.2011 3.2690 -5.7486
C: 0.8096 2.1953 -4.9874
C: 1.7644 -1.3162 -3.2337
H: 2.5505 -4.8887 -5.7593
H: 1.6885 -5.6370 -4.3806
H: 2.7711 -4.1584 -2.9147
H: 3.6407 -3.4460 -4.2790
H: -1.2187 -2.1449 -5.6346
H: -1.0755 0.0933 -4.5211
H: 1.0386 1.0212 -1.7593
H: 1.6500 3.3506 -1.8569
H: 4.1523 6.3491 -5.0371
H: 2.6023 7.2049 -4.7461
H: 2.4929 6.1847 -2.6407
H: 3.9243 5.2044 -3.0140
H: 1.0526 3.3087 -6.8261
H: 0.3704 1.3364 -5.4820
H: 2.6306 -1.0786 -2.6143

The charge is +1. The total energy comes out at -2600.19880 hartree.

Löwdin population analysis, charges in e, atoms 1 to 99: atom 1 (C): -0.051, atom 2 (C): -0.516, atom 3 (C): -0.058, atom 4 (C): -0.039, atom 5 (C): -0.094, atom 6 (C): -0.046, atom 7 (C): -0.046, atom 8 (C): -0.050, atom 9 (C): -0.070, atom 10 (C): -0.529, atom 11 (C): -0.063, atom 12 (C): -0.031, atom 13 (C): -0.067, atom 14 (C): -0.052, atom 15 (N): 0.033, atom 16 (C): -0.115, atom 17 (C): -0.095, atom 18 (N): -0.018, atom 19 (C): -0.086, atom 20 (C): -0.093, atom 21 (C): -0.521, atom 22 (C): -0.058, atom 23 (C): -0.058, atom 24 (C): -0.023, atom 25 (C): -0.037, atom 26 (C): -0.043, atom 27 (C): -0.038, atom 28 (C): -0.083, atom 29 (C): -0.519, atom 30 (C): -0.047, atom 31 (C): -0.024, atom 32 (C): -0.063, atom 33 (C): -0.225, atom 34 (C): -0.034, atom 35 (C): -0.237, atom 36 (C): -0.045, atom 37 (C): 0.007, atom 38 (C): -0.149, atom 39 (N): -0.319, atom 40 (O): 0.052, atom 41 (O): 0.057, atom 42 (C): -0.012, atom 43 (C): -0.059, atom 44 (H): 0.040, atom 45 (H): 0.102, atom 46 (H): 0.071, atom 47 (H): 0.100, atom 48 (H): 0.074, atom 49 (H): 0.089, atom 50 (H): 0.105, atom 51 (H): 0.096, atom 52 (H): 0.029, atom 53 (H): 0.111, atom 54 (H): 0.113, atom 55 (H): 0.109, atom 56 (H): 0.101, atom 57 (H): 0.103, atom 58 (H): 0.041, atom 59 (H): 0.092, atom 60 (H): 0.068, atom 61 (H): 0.097, atom 62 (H): 0.076, atom 63 (H): 0.089, atom 64 (H): 0.097, atom 65 (H): 0.092, atom 66 (H): 0.113, atom 67 (H): 0.121, atom 68 (H): 0.106, atom 69 (H): 0.077, atom 70 (H): 0.092, atom 71 (H): 0.082, atom 72 (H): 0.047, atom 73 (H): 0.082, atom 74 (H): 0.105, atom 75 (H): 0.070, atom 76 (H): 0.097, atom 77 (H): 0.093, atom 78 (H): 0.111, atom 79 (H): 0.117, atom 80 (H): 0.114, atom 81 (H): 0.073, atom 82 (H): 0.095, atom 83 (H): 0.082, atom 84 (H): 0.084, atom 85 (H): 0.094, atom 86 (H): 0.095, atom 87 (H): 0.041, atom 88 (H): 0.106, atom 89 (H): 0.066, atom 90 (H): 0.108, atom 91 (H): 0.114, atom 92 (H): 0.128, atom 93 (H): 0.124, atom 94 (H): 0.125, atom 95 (C): -0.087, atom 96 (C): -0.089, atom 97 (C): -0.132, atom 98 (C): -0.201, atom 99 (O): 0.005

---

E_HOMO for the records above, in order: -4.49, -9.72 eV
Lowest unoccupied orbital energy for the records above, in order: -0.57, -4.87 eV